No. 1
DFT (wB97M-V/def2-TZVPD) results for a molecular structure, C4H7NOS2 in a non-equilibrium geometry.

Geometry (Å):
C: 1.191 -1.159 0.719
C: 0.559 0.173 1.194
C: -0.670 0.767 -0.960
C: -1.096 -0.758 -0.935
H: 1.080 -1.496 -0.383
H: 0.479 -2.024 1.334
H: 2.251 -1.343 1.044
H: -0.095 3.382 -0.225
H: -0.250 -1.852 0.168
H: -2.751 -0.577 -0.541
H: -0.688 -1.176 -2.590
N: -0.190 1.035 0.267
O: 0.771 0.673 2.312
S: 0.393 2.589 0.893
S: -0.982 1.766 -2.298

HOMO energy = -8.59 eV
charge = 0
Kohn-Sham gap = 0.284 hartree
E_tot = -29458.41531 eV
relative energy (zero: lowest compared OMol25 entry of this formula, charge and spin) = 11.3751 eV
2S+1 = 1
LUMO energy = -0.0320 Eh
strongest force on any atom = 0.1012 Eh/bohr

Population analysis type Mulliken, resulting atomic charges in e: -1.02 0.60 0.47 -1.01 0.37 0.32 0.34 0.13 0.24 0.24 0.21 0.02 -0.53 -0.14 -0.24

---

No. 2
DFT (wB97M-V/def2-TZVPD) results for 7 unconnected molecules or ions with the total composition C32H36N6O in a non-equilibrium geometry.

Geometry (Å):
C: 9.292 13.665 16.312
C: 9.515 12.545 17.072
C: 8.457 11.795 17.463
N: 7.207 11.946 17.071
C: 6.975 13.071 16.343
C: 7.960 14.011 15.969
H: 10.163 14.299 16.075
H: 10.558 12.328 17.318
H: 8.751 10.892 18.066
H: 5.938 13.377 16.252
H: 7.855 14.931 15.419
C: 12.398 13.942 7.727
C: 11.134 14.469 7.737
C: 10.406 14.416 8.902
N: 10.843 13.824 10.019
C: 12.082 13.289 10.038
C: 12.862 13.342 8.929
H: 12.987 13.969 6.873
H: 10.856 14.982 6.825
H: 9.346 14.778 8.826
H: 12.440 12.836 10.999
H: 13.878 12.875 8.934
C: 10.430 9.084 7.786
C: 11.535 9.893 7.923
C: 12.077 10.001 9.158
N: 11.572 9.456 10.279
C: 10.439 8.769 10.144
C: 9.900 8.481 8.907
H: 10.002 8.866 6.774
H: 12.112 10.283 7.051
H: 12.893 10.661 9.270
H: 9.945 8.344 11.005
H: 9.028 7.853 8.825
C: 6.490 10.447 13.112
C: 6.640 9.989 14.445
C: 7.253 8.734 14.662
N: 7.570 7.929 13.611
C: 7.291 8.281 12.376
C: 6.736 9.551 12.071
H: 6.141 11.459 12.932
H: 6.349 10.678 15.270
H: 7.712 8.435 15.599
H: 7.648 7.583 11.657
H: 6.317 9.910 11.087
C: 11.334 16.735 12.806
C: 10.835 15.483 12.853
C: 9.514 15.238 13.155
N: 8.630 16.258 13.260
C: 9.079 17.499 13.141
C: 10.404 17.730 12.947
H: 12.396 16.893 12.887
H: 11.548 14.634 12.659
H: 9.221 14.232 13.362
H: 8.403 18.318 13.332
H: 10.774 18.781 12.958
C: 7.805 12.369 10.107
C: 7.641 12.466 8.732
C: 6.736 13.430 8.231
N: 6.009 14.297 8.966
C: 6.270 14.212 10.323
C: 7.109 13.297 10.901
H: 8.504 11.621 10.583
H: 8.065 11.789 8.053
H: 6.509 13.397 7.159
H: 5.568 14.799 10.946
H: 7.250 13.223 12.017
C: 9.665 11.291 13.045
C: 11.071 11.355 13.507
O: 12.025 11.432 12.467
H: 9.010 11.051 13.907
H: 9.531 10.497 12.322
H: 9.259 12.133 12.476
H: 11.207 10.403 14.039
H: 11.272 12.251 14.086
H: 11.936 10.737 11.852

HOMO energy = -9.37 eV
charge = 0
Kohn-Sham gap = 0.365 hartree
E_tot = -44752.88199 eV
2S+1 = 1
structure (SMILES) = c1ccncc1.c1ccncc1.c1ccncc1.c1ccncc1.c1ccncc1.c1ccncc1.CCO
LUMO energy = 0.0206 Eh
strongest force on any atom = 0.0716 Eh/bohr

Population analysis type Mulliken, resulting atomic charges in e: 0.04 -0.30 -0.31 -0.62 -0.30 -0.43 0.41 0.37 0.29 0.39 0.49 -0.44 -0.74 -0.26 0.15 -0.21 -0.54 0.52 0.44 0.31 0.51 0.37 -0.25 -0.37 -0.62 -0.55 -0.27 -0.44 0.36 0.38 0.70 0.54 0.40 0.04 -0.52 -0.41 -0.62 -0.77 -0.21 0.53 0.56 0.42 0.65 0.39 -0.57 -0.05 -0.06 -0.45 -0.57 -0.21 0.42 0.01 0.71 0.40 0.32 0.79 -0.85 -0.39 -0.61 -0.66 0.35 -0.05 0.54 0.35 0.37 0.20 1.10 -0.72 -0.48 -0.18 -0.01 -0.72 0.39 0.24 0.32

---

No. 3
DFT (wB97M-V/def2-TZVPD) results for C4H9NO2 in the gas phase.

Geometry (Å):
N: 1.158 0.243 1.663
C: 0.899 0.124 0.260
O: 2.155 0.109 -0.359
C: 0.032 -1.116 -0.038
C: -1.370 -0.535 -0.198
C: -1.037 0.771 -0.911
O: 0.158 1.227 -0.285
H: 1.680 1.093 1.850
H: 0.293 0.270 2.192
H: 2.048 0.580 -1.195
H: 0.385 -1.554 -0.978
H: 0.138 -1.864 0.750
H: -2.066 -1.179 -0.745
H: -1.809 -0.312 0.782
H: -0.870 0.591 -1.986
H: -1.795 1.553 -0.804

HOMO energy = -9.59 eV
charge = 0
Kohn-Sham gap = 0.387 hartree
E_tot = -9879.11510 eV
relative energy (zero: lowest compared OMol25 entry of this formula, charge and spin) = 0.9455 eV
2S+1 = 1
structure (SMILES) = N[C@@]1(O)CCCO1
LUMO energy = 0.0343 Eh
strongest force on any atom = 0.0065 Eh/bohr

Population analysis type Mulliken, resulting atomic charges in e: -0.66 0.77 -0.56 -0.84 -0.41 -0.43 -0.48 0.25 0.26 0.36 0.23 0.36 0.35 0.23 0.27 0.28

---

No. 4
DFT (wB97M-V/def2-TZVPD) results for C4H6N2O in the gas phase.

Geometry (Å):
C: -2.398 -0.098 0.099
C: -1.053 0.314 -0.360
N: -0.513 1.062 -1.202
C: 0.345 0.566 -0.049
C: 1.495 -0.309 -0.478
N: 2.509 -0.404 0.437
O: 1.558 -0.814 -1.582
H: -3.121 -0.036 -0.720
H: -2.406 -1.092 0.546
H: -2.691 0.620 0.875
H: 0.583 1.300 0.725
H: 2.360 -0.215 1.415
H: 3.298 -0.976 0.175

HOMO energy = -9.79 eV
charge = 0
Kohn-Sham gap = 0.388 hartree
E_tot = -9271.70762 eV
relative energy (zero: lowest compared OMol25 entry of this formula, charge and spin) = 1.7942 eV
2S+1 = 1
structure (SMILES) = CC1=N[C@@H]1C(N)=O
LUMO energy = 0.0286 Eh
strongest force on any atom = 0.0107 Eh/bohr

Population analysis type Mulliken, resulting atomic charges in e: -0.95 0.33 -0.51 0.00 0.45 -0.41 -0.59 0.31 0.29 0.27 0.36 0.21 0.24

---

No. 5
DFT (wB97M-V/def2-TZVPD) results for C24H32N6O3 in the gas phase in a non-equilibrium geometry.

Geometry (Å):
C: -6.225 -1.543 -0.631
O: -6.243 -0.158 -0.391
C: -5.051 0.490 -0.189
C: -3.834 -0.159 -0.169
C: -2.628 0.522 0.040
C: -1.359 -0.124 0.045
C: -0.218 0.572 0.236
C: 1.174 -0.023 0.208
C: 1.912 0.714 -0.870
N: 1.410 1.054 -2.037
N: 2.381 1.670 -2.695
N: 3.441 1.724 -2.006
N: 3.202 1.125 -0.838
C: 4.176 1.022 0.223
C: 3.887 2.061 1.330
C: 5.042 3.071 1.281
C: 5.667 2.877 -0.099
C: 5.570 1.369 -0.309
N: 1.176 -1.463 0.047
C: 1.129 -1.916 -1.328
C: 0.832 -3.417 -1.455
C: -0.036 -3.999 -0.338
C: 0.773 -4.415 0.891
C: 1.282 -3.239 1.719
C: 2.075 -2.216 0.899
C: -0.246 2.009 0.472
O: 0.743 2.695 0.699
N: -1.493 2.581 0.451
C: -2.667 1.912 0.238
C: -3.890 2.572 0.220
C: -5.083 1.896 0.010
O: -6.176 2.698 0.030
C: -7.475 2.208 -0.226
H: -5.825 -2.096 0.225
H: -7.266 -1.823 -0.784
H: -5.649 -1.790 -1.528
H: -3.782 -1.225 -0.320
H: -1.316 -1.190 -0.110
H: 1.645 0.229 1.166
H: 4.130 -0.006 0.599
H: 3.822 1.580 2.306
H: 2.932 2.549 1.134
H: 4.695 4.089 1.439
H: 5.778 2.837 2.053
H: 6.691 3.240 -0.151
H: 5.074 3.384 -0.860
H: 5.687 1.081 -1.351
H: 6.321 0.854 0.293
H: 2.077 -1.712 -1.861
H: 0.350 -1.336 -1.828
H: 1.768 -3.978 -1.488
H: 0.338 -3.569 -2.416
H: -0.799 -3.279 -0.043
H: -0.544 -4.886 -0.724
H: 0.149 -5.042 1.532
H: 1.621 -5.023 0.565
H: 1.914 -3.620 2.524
H: 0.436 -2.717 2.169
H: 2.851 -2.724 0.311
H: 2.580 -1.544 1.600
H: -1.524 3.584 0.589
H: -3.942 3.639 0.368
H: -8.120 3.084 -0.170
H: -7.787 1.477 0.523
H: -7.550 1.763 -1.220

HOMO energy = -7.83 eV
charge = 0
Kohn-Sham gap = 0.305 hartree
E_tot = -40489.56930 eV
relative energy (zero: lowest compared OMol25 entry of this formula, charge and spin) = 1.9751 eV
2S+1 = 1
structure (SMILES) = COc1cc2cc([C@H](c3nnnn3C3CCCC3)N3CCCCCC3)c(=O)[nH]c2cc1OC
LUMO energy = 0.0175 Eh
strongest force on any atom = 0.0324 Eh/bohr

Population analysis type Mulliken, resulting atomic charges in e: -0.94 -0.50 1.08 -0.30 -0.28 0.17 -0.62 0.78 -0.80 -0.01 -1.14 -0.19 1.11 0.46 -0.32 -0.75 -0.68 -1.09 1.10 -0.90 -0.81 -0.43 -0.80 -0.96 -0.80 0.07 -0.75 0.00 -0.91 -0.49 0.22 -0.49 -0.75 0.34 0.25 0.35 0.56 0.19 0.66 0.04 0.34 -0.02 0.38 0.27 0.44 0.30 0.47 0.38 0.14 0.56 0.39 0.45 0.05 0.38 0.38 0.31 0.40 0.26 0.45 0.52 0.24 0.41 0.30 0.26 0.27

---

No. 6
DFT (wB97M-V/def2-TZVPD) results for a molecular structure, C19H24GaI2N6O6.

Geometry (Å):
Ga: 0.980 0.990 -0.256
N: -0.170 -1.240 -1.993
N: -0.892 -0.607 -3.011
C: -1.077 0.713 -2.962
N: -1.751 1.333 -3.918
N: -0.528 1.307 -1.891
N: -0.616 2.618 -1.646
O: -1.251 3.404 -2.321
O: 0.033 2.942 -0.635
H: 0.286 -2.065 -2.356
H: -0.779 -1.504 -1.223
H: -1.276 -1.141 -3.773
H: -2.135 0.831 -4.700
H: -1.896 2.328 -3.845
I: -0.479 -3.344 1.170
C: 1.594 -3.022 1.521
I: 2.594 -1.638 0.200
H: 2.087 -3.980 1.412
H: 1.699 -2.639 2.528
C: 4.230 3.332 -1.344
O: 2.925 2.743 -1.098
C: 2.825 1.430 -1.018
O: 3.701 0.624 -1.209
H: 4.093 4.133 -2.062
H: 4.917 2.581 -1.721
H: 4.591 3.734 -0.401
C: -6.916 1.508 4.487
C: -6.071 0.532 3.716
C: -6.662 -0.583 3.136
C: -5.915 -1.484 2.395
C: -4.553 -1.293 2.267
C: -3.939 -0.191 2.860
N: -2.539 -0.061 2.674
C: -1.590 0.102 3.636
C: -1.902 -0.111 4.993
C: -0.950 0.023 5.971
C: 0.362 0.401 5.660
C: 0.694 0.626 4.351
C: -0.252 0.468 3.318
C: 0.207 0.721 1.970
O: 1.321 1.279 1.732
O: -0.465 0.358 0.914
C: -4.695 0.758 3.557
C: -4.106 2.039 4.083
H: -7.931 1.131 4.595
H: -6.964 2.476 3.983
H: -6.506 1.687 5.483
H: -7.728 -0.731 3.260
H: -6.389 -2.346 1.944
H: -3.938 -2.009 1.734
H: -2.197 -0.140 1.732
H: -2.911 -0.412 5.243
H: -1.214 -0.174 7.002
H: 1.099 0.510 6.443
H: 1.694 0.931 4.076
H: -4.126 2.071 5.175
H: -4.700 2.884 3.731
H: -3.080 2.190 3.763

HOMO energy = -10.08 eV
charge = +1
Kohn-Sham gap = 0.237 hartree
E_tot = -109888.58838 eV
relative energy (zero: lowest compared OMol25 entry of this formula, charge and spin) = 0.3896 eV
2S+1 = 1
LUMO energy = -0.1338 Eh
strongest force on any atom = 0.0193 Eh/bohr

Population analysis type Mulliken, resulting atomic charges in e: 1.15 -0.29 -0.23 0.74 -0.34 -0.09 0.91 -0.72 -0.58 0.31 0.13 0.15 0.18 0.20 0.05 -0.87 0.20 0.46 0.39 -0.75 -0.28 0.29 -0.62 0.24 0.36 0.27 -1.46 0.96 -0.87 -0.77 -0.83 -0.09 0.33 0.04 -0.60 -0.63 -0.83 -0.66 0.56 0.82 -0.75 -0.57 1.03 -1.53 0.39 0.33 0.31 0.37 0.38 0.43 0.25 0.57 0.43 0.43 0.54 0.36 0.49 0.32